Entry 1:
{
  "formula": "C10H10O3",
  "method": "ωB97M-V/def2-TZVPD",
  "e_above_lowest_ev": 6.955,
  "lumo_energy_ha": 0.0039,
  "gap_ev": 9.03,
  "elements": ["O", "O", "O", "C", "C", "C", "C", "C", "C", "C", "C", "C", "C", "H", "H", "H", "H", "H", "H", "H", "H", "H", "H"],
  "xyz": [[1.97443, 2.50612, -0.26187], [-5.73421, -0.00383, -0.64904], [3.22425, 0.14767, -0.21221], [-4.69002, 0.18387, -0.07652], [1.82736, 0.03811, -0.10632], [-0.98877, 0.21671, 0.30352], [1.10535, -1.16930, 0.05064], [-0.32872, -0.99976, 0.29159], [4.00331, -0.96118, -0.32839], [-2.34933, 0.23131, 0.46415], [1.22037, 1.29563, -0.00777], [-0.22724, 1.35121, 0.09456], [-3.28299, 0.03298, -0.33495], [1.63186, -1.79391, 0.45732], [-4.80727, 0.55668, 1.02913], [2.69150, 1.96723, -0.07553], [-2.92030, 0.74069, 1.48940], [4.09288, -1.57821, 0.42004], [-0.74575, 2.34038, 0.17045], [3.51737, -1.92509, -1.17275], [4.84442, -0.61487, -0.49107], [-0.96175, -2.13684, 0.35459], [-3.09675, -0.42561, -1.40897]],
  "forces_ev_per_a": [[-3.729, -2.087, 0.683], [1.324, -0.291, -1.027], [-2.689, 0.633, 0.318], [-2.178, 1.165, 3.958], [0.559, 0.115, 0.477], [4.205, -1.513, -0.775], [-6.690, 9.914, -2.498], [0.805, -5.059, -0.681], [-8.428, -4.241, -4.431], [-2.527, 3.875, 7.114], [-3.994, 1.626, -1.694], [2.160, 1.727, 0.775], [-3.152, -3.533, -8.573], [5.090, -8.151, 3.414], [0.201, -0.220, -1.017], [4.544, 0.089, 0.166], [2.239, -1.332, -2.163], [-0.145, -2.827, 5.037], [0.794, -0.863, -0.305], [1.554, 3.338, 1.687], [8.325, 2.753, -2.614], [1.787, 3.858, 0.153], [-0.054, 1.025, 1.997]],
  "lowdin_charge": [0.073, 0.058, -0.070, -0.301, -0.173, -0.316, 0.025, 0.002, -0.079, -0.140, -0.150, 0.075, -0.118, 0.006, 0.126, 0.021, 0.198, 0.028, 0.147, 0.206, 0.009, 0.195, 0.178]
}


Entry 2:
{
  "formula": "C10H10S",
  "method": "ωB97M-V/def2-TZVPD",
  "e_above_lowest_ev": 3.223,
  "lumo_energy_ha": [0.0011, -0.0204],
  "gap_ev": [7.29, 7.09],
  "elements": ["S", "C", "C", "C", "C", "C", "C", "C", "C", "C", "C", "H", "H", "H", "H", "H", "H", "H", "H", "H", "H"],
  "xyz": [[-3.89856, -0.86587, 0.47596], [-1.24185, 0.60110, 0.46226], [-2.05400, 1.34584, -0.58049], [2.46725, -1.38563, -0.44622], [1.21111, 0.63237, -0.01618], [0.06324, -1.42710, -0.01149], [1.19932, 1.99119, 0.28777], [0.02980, -0.11200, 0.18228], [1.24435, -2.10241, -0.26528], [2.46735, -0.04498, -0.16776], [-2.43081, -0.04055, -0.14547], [3.31571, 0.58542, -0.25011], [-1.30615, 1.00882, 1.48292], [-1.51339, 1.21297, -1.49485], [0.33013, 2.62328, 0.31057], [3.33264, -1.87609, -0.88208], [-0.84181, -2.01574, 0.11637], [2.00735, 2.59270, 0.48860], [1.31412, -3.13919, -0.39976], [-2.53103, 2.30818, -0.28615], [-3.16475, -1.89232, 1.13911]],
  "forces_ev_per_a": [[2.308, -0.320, 0.219], [-0.594, -0.965, 1.155], [0.041, -0.758, 0.442], [-1.056, -0.390, 0.200], [1.163, 0.331, 1.990], [-0.222, -3.101, 0.425], [-1.584, 0.079, -0.540], [-0.084, 2.655, -1.112], [1.750, 1.482, -0.723], [-1.466, 0.198, -0.964], [-1.446, 0.563, 1.070], [0.875, 0.249, -0.102], [-0.155, -0.225, -0.312], [-0.148, 0.958, -0.944], [-0.714, -0.449, 0.003], [0.055, -0.097, 0.573], [0.041, 0.098, -0.074], [2.408, 0.708, 0.150], [-0.395, -1.343, -0.181], [0.217, -0.979, -0.512], [-0.993, 1.305, -0.764]],
  "lowdin_charge": [0.714, -0.298, -0.097, -0.070, -0.239, -0.054, 0.109, -0.196, -0.050, -0.034, -0.550, 0.098, 0.153, 0.103, 0.059, 0.103, 0.110, 0.033, 0.082, 0.122, -0.096]
}


Entry 3:
{
  "formula": "C10H11Al2Br5CaCl2F9N2O9PS2",
  "method": "ωB97M-V/def2-TZVPD",
  "lumo_energy_ha": -0.3868,
  "total_charge": 2,
  "gap_ev": 1.91,
  "elements": ["Br", "Br", "Br", "Br", "Br", "Ca", "Cl", "Cl", "S", "S", "P", "Al", "Al", "F", "F", "F", "F", "F", "F", "F", "F", "F", "O", "O", "O", "O", "O", "O", "O", "O", "O", "N", "N", "C", "C", "C", "C", "C", "C", "C", "C", "C", "C", "H", "H", "H", "H", "H", "H", "H", "H", "H", "H", "H"],
  "xyz": [[1.44012, -2.97145, 0.45926], [1.28837, 3.31468, -1.45543], [2.14966, -2.44654, 3.52556], [-0.81154, -2.17749, 2.40428], [-4.56084, -6.96175, -2.75198], [-0.67834, 0.03008, -0.48340], [1.55071, 1.01578, -0.19706], [3.42241, 0.29275, 3.97373], [-2.31513, -5.08866, -2.95848], [0.16671, -4.81154, -3.74981], [3.92081, -2.11790, -2.47116], [-0.20334, 6.30126, -1.91840], [0.10634, -2.21717, -1.50739], [3.30991, -3.49813, -3.13936], [3.73973, -2.96863, -1.03309], [5.04469, -1.33957, -1.55889], [3.66137, -0.68306, -3.20875], [0.72796, -4.60754, -5.14468], [2.17948, -1.82273, -2.15977], [-1.83376, -6.43254, -2.35834], [5.11994, -2.37727, -3.54140], [-2.21021, 1.64262, 1.95575], [0.57477, -3.61187, -3.04708], [-3.72743, -5.44970, -3.47704], [-0.15608, 4.20580, 0.91633], [-0.74361, 4.56278, -1.35733], [-5.39839, 2.33281, 2.75092], [-2.28738, -4.19818, -1.85590], [0.68379, -6.03815, -3.32231], [2.00558, 3.43776, 0.98072], [2.71309, 5.43504, 1.70941], [2.88643, 4.35438, 1.93790], [-1.40910, -4.84223, -4.14207], [-2.43221, 2.28473, 0.73117], [0.63350, 3.11101, 2.98918], [-0.63606, 3.85505, -0.33998], [-3.15906, 3.56278, 0.96906], [0.75729, 3.17872, 1.45692], [1.18177, 0.63385, 3.56498], [1.10030, 1.85315, 3.49475], [0.19492, 1.83257, 0.81894], [-1.09800, 2.40811, -0.02236], [0.85161, -3.15131, 2.30420], [-0.42205, 3.20772, 3.22704], [-1.20206, 1.67692, -0.86107], [-3.12141, 4.22515, 0.11663], [-4.77027, 1.86721, 3.33362], [0.67596, -4.19927, 2.50725], [1.02302, -0.41988, 3.50930], [1.14168, 3.93369, 3.47761], [-4.19523, 3.32504, 1.15999], [-2.73953, 4.01927, 1.84997], [-0.11637, 1.03517, 1.49764], [-3.06488, 1.60620, 0.16275]],
  "forces_ev_per_a": [[1.829, -0.832, 0.626], [2.276, 0.546, -3.381], [-0.252, -0.954, -0.609], [-0.598, 0.140, 0.205], [-0.233, 0.226, -0.172], [-1.300, -1.986, 0.850], [-0.306, -1.435, 2.110], [-1.019, 0.869, -0.109], [0.108, -1.331, 0.786], [0.896, -0.498, -1.646], [3.257, -0.505, -0.761], [0.272, 0.113, -0.187], [2.101, -2.716, -3.540], [-0.293, 1.350, -0.210], [0.319, 0.132, -0.822], [-1.275, 0.097, -0.137], [-0.511, -1.263, 0.030], [-0.287, 0.552, -0.297], [-2.560, 0.577, 1.486], [-0.314, -0.146, 0.054], [-0.512, -0.284, 1.111], [0.214, -0.277, 0.176], [-1.119, 1.117, 1.379], [0.760, 0.205, 0.058], [-0.416, 0.997, -0.026], [-4.689, 1.829, 1.885], [0.591, -0.169, -0.115], [-0.352, 0.620, 0.072], [-0.233, -0.466, 0.860], [-0.586, -0.715, 1.449], [-0.033, 0.659, -0.286], [0.644, -0.150, 0.758], [0.215, 0.373, -0.002], [-0.178, -0.043, 0.089], [0.068, 0.684, -0.080], [3.155, -2.442, 0.196], [-0.187, -0.133, 0.068], [0.290, -0.215, -0.927], [2.132, -0.339, 0.548], [-0.839, -0.157, -0.578], [-0.116, 1.520, -1.114], [1.275, -1.012, -0.572], [-0.226, 0.288, 0.118], [-0.375, 0.018, 0.337], [-0.485, 3.782, -0.775], [0.115, 0.239, -0.261], [-0.301, 0.129, -0.016], [-0.128, -0.051, -0.097], [-0.351, -0.054, 0.294], [-0.049, 0.385, 0.089], [-0.472, -0.031, 0.345], [0.109, 0.461, 0.219], [0.281, 0.504, 0.608], [-0.312, -0.203, -0.089]],
  "lowdin_charge": [0.864, 0.637, 0.759, 0.677, 0.978, 1.025, 0.574, 0.292, 0.538, 0.559, 0.472, 0.868, 0.404, -0.170, -0.283, -0.164, -0.147, -0.042, -0.347, -0.164, -0.139, -0.014, -0.330, -0.674, 0.015, -0.417, -0.161, -0.259, -0.152, -0.262, 0.230, 0.148, -0.222, -0.328, -0.049, -0.637, 0.016, -0.521, -0.121, -0.028, -0.482, -0.226, -1.409, 0.156, 0.038, 0.106, -0.042, 0.012, -0.099, 0.140, 0.072, 0.108, 0.046, 0.154]
}


Entry 4:
{
  "formula": "C10H11BO2",
  "method": "ωB97M-V/def2-TZVPD",
  "e_above_lowest_ev": 4.285,
  "lumo_energy_ha": [-0.0178, -0.0064],
  "gap_ev": [7.06, 7.55],
  "elements": ["O", "O", "C", "C", "C", "C", "C", "C", "C", "C", "C", "C", "B", "H", "H", "H", "H", "H", "H", "H", "H", "H", "H", "H"],
  "xyz": [[-2.76687, -1.60532, -1.23321], [-3.03718, -1.00575, 1.02025], [-1.04753, 1.88938, 0.50482], [0.56587, -0.86208, 0.16975], [1.56828, -1.90428, 0.36807], [-0.69564, -1.23065, 0.10808], [0.37306, 1.66587, 0.07560], [1.07207, 0.51713, -0.05493], [-1.98891, 1.74461, -0.62971], [3.33042, -0.41309, -0.30625], [2.47403, 0.62139, -0.39132], [2.87205, -1.69804, 0.11941], [-2.18923, -1.24778, -0.05051], [-1.64803, 1.91869, -1.63228], [1.19798, -2.87815, 0.65163], [4.37642, -0.28635, -0.54310], [-2.60766, -0.83769, 1.85528], [3.58865, -2.49856, 0.22890], [0.90449, 2.57930, -0.16546], [2.83113, 1.59969, -0.68279], [-1.11938, 2.90949, 0.91660], [-3.72076, -1.61319, -1.16687], [-1.33281, 1.20550, 1.30848], [-3.00048, 1.42989, -0.47046]],
  "forces_ev_per_a": [[0.303, 0.008, -0.216], [-0.248, -0.057, -0.383], [0.206, -0.036, 0.016], [-0.044, -0.039, -0.014], [0.463, -0.351, 0.001], [0.176, 0.669, -0.037], [0.031, -0.071, 0.111], [-0.470, 0.340, 0.137], [0.076, -0.311, -0.024], [-0.051, 0.766, -0.218], [0.755, -0.129, -0.168], [-0.484, -0.472, 0.277], [-0.646, -0.182, 0.389], [0.017, 0.076, -0.257], [0.038, -0.088, 0.043], [0.058, 0.104, -0.028], [0.246, 0.041, 0.189], [-0.013, -0.118, 0.028], [0.160, -0.003, -0.020], [0.051, 0.064, -0.018], [0.024, -0.134, 0.047], [-0.353, -0.023, 0.015], [0.032, -0.034, 0.077], [-0.328, -0.019, 0.051]],
  "lowdin_charge": [0.163, 0.137, -0.257, -0.185, -0.049, 0.277, -0.040, -0.170, 0.052, -0.089, -0.055, -0.088, -0.753, 0.063, 0.112, 0.101, 0.090, 0.102, 0.110, 0.109, 0.114, 0.103, 0.103, 0.051]
}


Result set for calculated total energy: -612.505686, -785.057314, -18162.608008, -562.910926 a.u., one per record in the order listed.